(1)
A single C2H2Cl2OS molecule at a distorted geometry. Source: the OMol25 dataset; level of theory: wB97M-V/def2-TZVPD.

Last column: natural (NBO) charge in e.
Geometry (Å):
1 C -0.168285 -0.518006 -1.158107  0.1318
2 C -1.462303 -0.216261 -1.119299  -0.1023
3 O 0.272187 -1.181503 -2.270778  -0.6577
4 S -1.810343 0.683272 2.565275  -0.1981
5 Cl 0.837425 0.142089 0.132279  -0.0049
6 Cl -2.266615 0.420177 0.186625  0.2240
7 H 1.119643 -0.930453 -2.578205  0.4926
8 H -1.065454 -0.405990 2.402111  0.1145

Atoms 1-2, force components in eV/Å:
C -0.9 0.6 -1.1
C 0.9 -0.1 0.8

Computed properties:
* relative energy (zero: lowest compared OMol25 entry of this formula, charge and spin): 4.783 eV
* gap between HOMO and LUMO (alpha / beta): 7.41 / 7.26 eV
* energy: -1471.03809 hartree
* HOMO energy (alpha / beta): -9.1 / -9.0 eV
* molecular weight: 145.01 g/mol
* E_LUMO (alpha / beta): -0.0635 / -0.0640 Eh

(2)
A single C2H2Cl2S molecule at a distorted geometry. Source: the OMol25 dataset; level of theory: wB97M-V/def2-TZVPD.

Last column: natural (NBO) charge in e.
Geometry (Å):
1 C 0.411510 0.309407 0.143575  -0.2871
2 C -0.652329 -0.560538 -0.167833  -0.3226
3 H 0.496904 0.281075 1.203697  0.2549
4 H -0.377898 -1.540702 -0.584830  0.2350
5 S -2.207414 -0.096108 -0.172783  0.1288
6 Cl 2.098543 -0.387805 -0.211480  -0.0625
7 Cl 0.230687 1.994672 -0.210344  0.0535

Atoms 1-2, force components in eV/Å:
C 3.3 0.8 1.5
C -3.0 -1.5 -2.4

Computed properties:
* relative energy (zero: lowest compared OMol25 entry of this formula, charge and spin): 0.720 eV
* gap between HOMO and LUMO: 8.28 eV
* energy: -1395.92941 hartree
* HOMO energy: -9.4 eV
* molecular weight: 129.01 g/mol
* E_LUMO: -0.0417 Eh

(3)
2 unconnected molecules or ions with the total composition C2H2Cl2Si at a distorted geometry. Source: the OMol25 dataset; level of theory: wB97M-V/def2-TZVPD.

Last column: natural (NBO) charge in e.
Geometry (Å):
1 C -2.526609 0.018745 -1.131301  -0.4993
2 C -1.781867 -0.157629 -0.184173  -0.2890
3 Si 1.536239 0.169879 0.881100  1.3529
4 Cl 2.169714 -1.587537 0.082229  -0.3194
5 Cl 2.147312 1.790816 -0.068437  -0.2791
6 H -3.357758 -0.205618 -1.767646  0.2216
7 H 1.812970 -0.028659 2.188227  -0.1876

Atoms 1-2, force components in eV/Å:
C -0.6 -0.7 0.0
C 2.3 0.5 0.8

Computed properties:
* relative energy (zero: lowest compared OMol25 entry of this formula, charge and spin): 5.373 eV
* gap between HOMO and LUMO: 6.15 eV
* energy: -1287.12387 hartree
* HOMO energy: -8.9 eV
* molecular weight: 125.03 g/mol
* E_LUMO: -0.0995 Eh

(4)
A single C2H2Cl3N3O molecule at a distorted geometry. Source: the OMol25 dataset; level of theory: wB97M-V/def2-TZVPD.

Last column: natural (NBO) charge in e.
Geometry (Å):
1 C -0.742591 1.074816 -0.205529  0.6963
2 C 1.121248 -0.492095 -0.133808  -0.1320
3 N 0.474149 0.710538 0.350354  -0.4502
4 N -1.392834 0.074666 -0.985139  -0.4059
5 N 0.166792 -1.571621 -0.248250  -0.3343
6 O -1.164769 2.191294 -0.106607  -0.5414
7 Cl 1.482972 2.030134 0.924617  0.1736
8 Cl -2.642942 -0.547640 -0.218957  0.3132
9 Cl -0.692476 -2.013396 1.079242  0.2254
10 H 1.648555 -0.583069 -1.168623  0.2304
11 H 1.741892 -0.873622 0.712697  0.2250

Atoms 1-2, force components in eV/Å:
C 0.4 1.2 0.0
C 0.8 -1.7 0.7

Computed properties:
* relative energy (zero: lowest compared OMol25 entry of this formula, charge and spin): 2.026 eV
* gap between HOMO and LUMO (alpha / beta): 8.65 / 8.46 eV
* energy: -1697.27284 hartree
* HOMO energy (alpha / beta): -10.1 / -10.1 eV
* molecular weight: 190.42 g/mol
* E_LUMO (alpha / beta): -0.0546 / -0.0603 Eh

(5)
2 unconnected molecules or ions with the total composition C2H2Cl3NO at a distorted geometry. Source: the OMol25 dataset; level of theory: wB97M-V/def2-TZVPD.

Last column: natural (NBO) charge in e.
Geometry (Å):
1 C 1.224134 -0.804398 -0.205798  -0.1114
2 C -1.162862 0.310002 -0.097943  -0.2742
3 N 1.999427 -0.046073 0.176277  0.2301
4 O 2.567237 0.761579 0.825424  -0.3791
5 Cl -2.545039 0.584440 1.174147  -0.0823
6 Cl -1.821076 -0.516055 -1.428809  0.0578
7 Cl -0.493991 1.888547 -0.326743  0.0741
8 H 0.779359 -1.730348 -0.473017  0.2626
9 H -0.547190 -0.447694 0.356461  0.2225

Atoms 1-2, force components in eV/Å:
C 0.6 -1.3 -1.1
C -2.3 0.5 2.4

Computed properties:
* relative energy (zero: lowest compared OMol25 entry of this formula, charge and spin): 3.806 eV
* gap between HOMO and LUMO: 10.69 eV
* energy: -1587.83358 hartree
* HOMO energy: -10.3 eV
* molecular weight: 162.40 g/mol
* E_LUMO: 0.0149 Eh

(6)
2 unconnected molecules or ions with the total composition C2H2Cl3NO at a distorted geometry. Source: the OMol25 dataset; level of theory: wB97M-V/def2-TZVPD.

Last column: natural (NBO) charge in e.
Geometry (Å):
1 C 0.868941 -0.822238 1.877854  0.8546
2 C -0.508544 1.117690 -1.373619  -0.2551
3 N 0.702943 -2.004917 1.902964  -0.7725
4 O 1.036495 0.286995 2.126508  -0.5022
5 Cl -1.738924 0.259551 -0.465508  0.0253
6 Cl -1.099110 1.451854 -3.044119  0.0053
7 Cl 0.960717 0.143759 -1.483879  0.0038
8 H -0.141923 1.955870 -0.881402  0.2240
9 H -0.080595 -2.388565 1.341200  0.4170

Atoms 1-2, force components in eV/Å:
C -0.4 0.7 1.2
C -0.1 -1.9 -1.6

Computed properties:
* relative energy (zero: lowest compared OMol25 entry of this formula, charge and spin): 0.000 eV
* gap between HOMO and LUMO: 11.57 eV
* energy: -1587.97345 hartree
* HOMO energy: -11.1 eV
* molecular weight: 162.40 g/mol
* E_LUMO: 0.0178 Eh

(7)
A single C2H2Cl3NS molecule at a distorted geometry. Source: the OMol25 dataset; level of theory: wB97M-V/def2-TZVPD.

Last column: natural (NBO) charge in e.
Geometry (Å):
1 C -0.033201 0.073742 -0.345002  -0.0442
2 C -0.544301 -1.146290 -0.133326  -0.1770
3 N 1.194023 0.392318 0.134061  -0.8316
4 S -1.014959 1.451981 -0.909199  0.2997
5 Cl -1.205709 2.122666 0.971923  -0.1615
6 Cl -1.994421 -1.657550 -0.885997  0.0400
7 Cl 0.275606 -2.398032 0.626993  0.0637
8 H 2.040560 -0.196425 0.184478  0.4163
9 H 1.282402 1.357594 0.356067  0.3947

Atoms 1-2, force components in eV/Å:
C 0.0 -0.7 0.3
C -0.9 0.4 -1.4

Computed properties:
* relative energy (zero: lowest compared OMol25 entry of this formula, charge and spin): 0.404 eV
* gap between HOMO and LUMO: 8.22 eV
* energy: -1910.89380 hartree
* HOMO energy: -8.5 eV
* molecular weight: 178.47 g/mol
* E_LUMO: -0.0102 Eh

(8)
2 unconnected molecules or ions with the total composition C2H2Cl3O2S at a distorted geometry. Source: the OMol25 dataset; level of theory: wB97M-V/def2-TZVPD.

Last column: natural (NBO) charge in e.
Geometry (Å):
1 C -0.785729 0.433344 -0.464972  -0.3582
2 C -1.684509 -0.041967 -1.296969  -0.1578
3 O 2.914021 0.851774 1.275859  -0.9738
4 O 0.678848 0.262352 2.087806  -0.9945
5 S 2.100399 -0.144130 1.982259  1.5676
6 Cl 2.283452 -1.960446 0.588440  -0.5902
7 Cl -1.437238 0.218128 -2.908901  0.0291
8 Cl -3.231995 -0.647152 -0.858340  0.0045
9 H 0.044638 0.853206 -0.937406  0.2218
10 H -0.881887 0.174892 0.532223  0.2516

Atoms 1-2, force components in eV/Å:
C -1.3 -1.3 -0.8
C -0.2 0.8 1.4

Computed properties:
* relative energy (zero: lowest compared OMol25 entry of this formula, charge and spin): 0.062 eV
* gap between HOMO and LUMO: 7.65 eV
* energy: -2006.71473 hartree
* HOMO energy: -4.8 eV
* charge: -1
* molecular weight: 196.46 g/mol
* E_LUMO: 0.1064 Eh

(9)
2 unconnected molecules or ions with the total composition C2H2Cl4 at a distorted geometry. Source: the OMol25 dataset; level of theory: wB97M-V/def2-TZVPD.

Last column: natural (NBO) charge in e.
Geometry (Å):
1 C 0.990689 -0.018344 0.391798  -0.2704
2 C -0.911879 -0.068091 -0.486867  -0.2446
3 Cl 1.937865 -1.332937 -0.130697  0.0630
4 Cl 1.616841 1.519067 0.104434  0.0502
5 Cl -1.593294 -1.473102 0.238831  0.0162
6 Cl -1.702303 1.391983 0.042215  -0.0032
7 H 0.595159 0.010247 1.329400  0.1986
8 H -0.933077 -0.028826 -1.489112  0.1903

Atoms 1-2, force components in eV/Å:
C -3.2 0.3 -3.8
C 2.8 0.5 5.0

Computed properties:
* relative energy (zero: lowest compared OMol25 entry of this formula, charge and spin): 1.727 eV
* gap between HOMO and LUMO: 10.10 eV
* energy: -1918.09923 hartree
* HOMO energy: -9.5 eV
* molecular weight: 167.85 g/mol
* E_LUMO: 0.0230 Eh

(10)
A molecular structure, C2H2Cl6 at a distorted geometry. Source: the OMol25 dataset; level of theory: wB97M-V/def2-TZVPD.

Last column: natural (NBO) charge in e.
Geometry (Å):
1 C -1.352606 -1.009389 0.151199  -0.2798
2 Cl -2.736056 -0.645579 -0.767401  0.0323
3 Cl -1.678856 -2.427999 1.184119  -0.0039
4 Cl -1.205316 0.418151 1.253049  -0.0385
5 H -0.517086 -1.123419 -0.539461  0.2182
6 C 1.459054 0.983241 -0.110331  -0.2416
7 Cl 3.184004 1.399381 -0.533791  -0.0005
8 Cl 1.131914 -0.698539 -0.679781  0.0327
9 Cl 0.294024 2.065721 -0.935201  0.0347
10 H 1.420924 1.038431 0.977599  0.2464

Atoms 1-2, force components in eV/Å:
C -2.0 -0.1 1.7
Cl -1.6 0.0 -1.5

Computed properties:
* relative energy (zero: lowest compared OMol25 entry of this formula, charge and spin): 1.642 eV
* gap between HOMO and LUMO: 10.76 eV
* energy: -2838.48796 hartree
* HOMO energy: -10.6 eV
* molecular weight: 238.76 g/mol
* E_LUMO: 0.0057 Eh

(11)
2 unconnected molecules or ions with the total composition C2H2Cl6. Source: the OMol25 dataset; level of theory: wB97M-V/def2-TZVPD.

Last column: natural (NBO) charge in e.
Geometry (Å):
1 C 1.807581 1.415988 -0.024984  -0.2895
2 Cl 1.721751 3.119255 0.395329  0.0228
3 Cl 3.346818 0.712151 0.491706  0.0125
4 Cl 1.554183 1.171794 -1.751108  0.0211
5 H 1.023924 0.890055 0.501831  0.2293
6 C -1.946039 -1.385467 0.134487  -0.2913
7 Cl -2.859451 -2.852599 0.423852  0.0337
8 Cl -1.949086 -0.954730 -1.572723  0.0259
9 Cl -0.290068 -1.546297 0.728921  0.0076
10 H -2.409611 -0.570150 0.672689  0.2279

Atoms 1-2, force components in eV/Å:
C 0.1 -0.2 0.0
Cl 0.0 0.1 0.0

Computed properties:
* relative energy (zero: lowest compared OMol25 entry of this formula, charge and spin): 0.041 eV
* gap between HOMO and LUMO: 11.68 eV
* energy: -2838.54679 hartree
* HOMO energy: -11.1 eV
* molecular weight: 238.76 g/mol
* E_LUMO: 0.0207 Eh

(12)
A molecular structure, C2H2Cl7Co at a distorted geometry. Source: the OMol25 dataset; level of theory: wB97M-V/def2-TZVPD.

Last column: Löwdin spin population.
Geometry (Å):
1 Co -2.756338 -3.609565 -0.699359  2.6231
2 Cl -1.476650 -1.661782 -0.390785  0.3660
3 C -1.631342 2.217086 0.448942  0.0012
4 Cl 0.116212 2.350654 0.602075  0.0005
5 Cl -2.213564 2.733931 -1.130487  0.0004
6 Cl -2.541416 3.014338 1.761366  0.0009
7 H -1.802858 1.152581 0.562481  0.0019
8 C 2.380392 -1.173460 -0.260510  0.0012
9 Cl 3.471943 -0.253449 -1.255736  0.0008
10 Cl 2.838962 -1.077428 1.413049  0.0005
11 Cl 2.243635 -2.914445 -0.734324  0.0016
12 H 1.371023 -0.778462 -0.316713  0.0019

Atoms 1-2, force components in eV/Å:
Co 1.9 2.8 0.4
Cl -1.9 -2.8 -0.4

Computed properties:
* gap between HOMO and LUMO (alpha / beta): 5.05 / 3.63 eV
* energy: -4681.08153 hartree
* HOMO energy (alpha / beta): -13.4 / -13.4 eV
* charge: +1
* expectation value of S²: 3.759
* molecular weight: 333.14 g/mol
* spin multiplicity: 4
* E_LUMO (alpha / beta): -0.3062 / -0.3582 Eh